No. 1
Entry from the OMol25 dataset: a structure of composition C40H57BN8O2PS5Sr (ωB97M-V/def2-TZVPD).

```
! RIJCOSX wB97M-V def2-TZVPD def2/J DEFGRID3
* xyz -1 1
C -4.7067 5.7399 5.1333
H -3.9416 -0.3732 -3.2829
N -2.8897 1.2690 -0.1997
H 3.9302 1.5682 5.0598
H 3.9023 3.5060 -3.9909
C 3.0840 3.5330 -3.2707
H -3.8020 1.1385 -4.6285
C -1.0007 1.8921 -6.3089
Sr 0.5769 1.1329 -0.6586
H -0.6512 2.1436 -7.3048
B 1.5215 -3.4710 0.7485
H 3.8461 0.7886 -2.1670
C -1.9229 -4.6804 0.7973
H 1.4854 -0.4351 -3.6938
H 3.3974 -2.5571 -6.0392
H 3.7953 1.5712 2.0270
H -3.2662 -1.0474 0.6200
C -3.7456 5.6979 4.1298
H 1.0818 -4.0651 -4.7736
C 2.8905 1.7597 2.5967
H 2.3031 2.8138 -3.5438
H 1.4462 -3.7878 3.4059
H 1.3992 2.0570 4.7426
H 3.5880 -3.9761 -5.0073
H 3.6057 -0.1366 5.3886
H -5.0847 6.6906 5.4888
N -2.1495 -3.4108 1.3047
H -4.4598 -2.0945 3.4421
N -2.0094 1.4001 -1.2733
H 4.8462 1.2280 -0.7866
C 3.7794 0.5922 4.5960
H 4.6911 0.3128 4.0650
H -4.0095 -2.3714 -0.3033
H -2.5203 4.4488 2.8782
C -1.8721 1.2316 -3.7024
C -2.3517 1.6377 -6.0794
C 2.6029 0.6677 3.6198
C -2.7481 1.3115 -4.7977
C -4.4738 -4.0822 1.7211
C 3.2842 -3.8147 -1.0113
C 2.3228 -2.3833 -4.2087
C 3.5385 -3.5492 -2.3017
H 1.9349 -4.5578 1.1030
H -3.8760 -0.4061 -1.5108
H 2.6339 4.5261 -3.2540
H -5.9306 4.5723 6.4536
H -3.5143 1.1691 4.4031
H -5.4244 -3.7165 2.1083
H -3.0783 1.6969 -6.8793
N 2.0421 -2.4718 1.8213
C 1.5451 -2.6591 -1.7844
N 2.4137 -0.6974 3.0442
C -3.2611 4.4842 3.6685
C -0.4896 1.5148 -3.9311
C 1.0574 -2.9742 -4.8326
C -5.1795 4.5536 5.6730
N 2.4525 -2.8412 -2.7983
H -4.6557 -4.4715 0.7179
H -4.1317 -4.8937 2.3665
C 2.3100 -0.8578 -4.2639
H 2.2003 -0.5326 -5.3010
C 2.4378 -1.1844 1.7685
H 4.3297 5.2737 -0.9730
N -0.0196 -3.5659 0.8287
H 0.4675 1.0269 3.6419
H -4.9426 -1.5053 0.9379
S 0.0665 -1.8295 -1.8772
H 1.0793 0.3740 5.1706
S 3.0298 -0.4363 0.3480
H 0.9461 2.0235 -5.4287
H 3.8714 -4.3427 -0.2818
C -0.9697 -2.7033 1.2787
O 0.4290 1.5070 -3.0273
C 1.3047 1.0463 4.3423
H -2.6950 -5.4163 0.6911
H -5.0617 2.4116 5.6352
H 1.0093 -2.6817 -5.8834
C 4.5125 1.5564 -1.7710
S -1.0386 2.4670 1.4526
C -2.5113 1.7380 0.9392
C 2.0127 -1.7225 3.8909
C -4.6900 3.3384 5.2115
H -4.6622 0.9315 -2.3094
C -3.4913 -2.9096 1.7076
C -3.4421 -2.3270 3.1216
H -2.8483 -1.4185 3.1520
C -3.2162 1.9615 3.7147
H 0.1678 -2.6133 -4.3236
H -3.3726 6.6197 3.7000
C -3.9544 -1.8882 0.6759
C 3.5247 -2.8864 -5.0082
N 2.0573 -3.2760 -0.6885
C -0.6136 -4.7702 0.5185
H 4.3883 -3.8173 -2.8973
H 5.6496 4.3630 -1.7504
C -0.1087 1.8290 -5.2665
H -0.0410 -5.5953 0.1342
P 3.5996 3.0839 -1.6119
C 4.8105 4.2994 -1.0568
C -3.7281 3.2864 4.2075
H 1.9090 -1.5882 4.9504
H -3.0153 -3.0591 3.8120
S -0.7626 -1.0622 1.6690
C 1.7906 -2.8057 3.1343
H 3.2559 -0.4693 -3.8774
H 5.1723 4.0004 -0.0726
H 3.0001 2.6917 3.1558
C -3.8275 0.2309 -2.3870
O 2.4279 2.9974 -0.6851
H 5.3692 1.6706 -2.4374
H -2.1293 1.9563 3.6200
C -2.5043 0.9620 -2.3860
S -3.8662 1.4730 2.0942
H 4.4637 -2.4710 -4.6385
H 2.0675 1.8920 1.8991
*
```

Computed properties:
orbital gap = 0.2382 hartree
electronic energy = -4535.25277 Ha
energy above the lowest of the compared OMol25 structures with the same formula, charge and spin = 0.0 kcal/mol
LUMO energy = 2.22 eV

No. 2
Entry from the OMol25 dataset: a structure of composition C40H57BN8O2V (ωB97M-V/def2-TZVPD).

```
! RIJCOSX wB97M-V def2-TZVPD def2/J DEFGRID3
* xyz 0 4
V -0.3815 -0.2539 0.2503
C -2.1871 -0.6197 -2.8522
H 2.1532 4.5910 -1.0076
H 2.1821 -1.6585 1.8459
N 6.5541 1.4151 1.6550
H 3.3406 -3.6915 -1.6477
H -5.5239 -0.3516 -1.9796
H 7.1460 1.1989 2.4429
C 4.0959 1.2195 1.4739
C 1.0348 2.2150 -3.5545
H -1.3837 3.1691 2.0667
C 1.2233 -2.2402 5.1130
H -4.3569 -1.5685 -1.4418
H -1.3272 0.0452 -2.9363
C 6.3997 0.6745 -0.6047
O 3.0641 0.6749 1.1948
N -1.8962 -1.7545 0.5716
O 4.1822 2.5166 1.7826
H 0.1129 1.6681 -3.3540
C 3.3270 2.7692 -2.7472
C 5.6809 -0.3439 0.2766
H -4.7130 1.7082 -3.2655
C 0.0668 -3.0099 3.0416
H 0.7013 4.6290 2.4543
C 5.4320 0.4653 1.5483
B -0.9931 2.2029 1.4879
H -5.0555 3.1535 1.6515
C -1.6686 -2.9367 -0.0309
H 1.6758 -5.5078 -1.9537
C 1.4498 2.4740 -1.1408
N 0.6393 1.7497 -0.3787
H 1.4380 1.8775 -4.5131
H -0.9445 -2.9479 3.4516
H 3.0115 -1.2237 3.3416
H -2.2378 2.7863 4.3114
C -0.0807 0.2870 4.5453
C 1.3774 -4.5538 -1.5370
C -2.6739 -3.9094 -0.0381
H 0.7871 3.2753 -3.6361
C 2.3862 0.4963 -2.3454
C -0.3106 -3.1104 -0.5955
N 0.1962 2.5829 0.6078
H 6.3363 -1.1892 0.4972
C -3.4742 2.1397 0.6700
H 5.1452 2.6736 1.9149
C 0.0720 -4.3450 -1.1334
C 7.3163 1.3940 0.3829
H 0.2854 -2.3105 5.6693
H -4.7614 -1.4246 -3.1601
H -1.1312 2.5044 5.6566
N 0.0130 -0.0254 2.3385
C -3.8201 1.1410 -3.5350
H -2.3489 -1.0901 -3.8247
H 6.9502 0.2245 -1.4291
H 3.1137 0.3150 -1.5520
H -4.0177 0.6166 -4.4729
H 1.7390 -3.1983 5.2019
C -3.9870 2.9918 1.7827
H 3.1086 3.8199 -2.9469
H -0.5564 5.2634 1.3911
H 1.5015 -0.0979 -2.1216
N -0.5901 1.1779 2.5967
C 2.3151 -1.9351 2.8899
H -0.6360 -5.1587 -1.2305
H 4.7541 -0.7267 -0.1447
C -4.0761 -2.4493 1.2415
C -4.1686 1.6403 -0.4099
H 1.1216 5.7733 1.1781
N -2.1883 1.7244 0.5697
H 1.8469 -1.4767 5.5834
C -1.1947 2.6132 4.5750
C 0.7405 3.8100 0.4772
H -3.4911 3.9624 1.8076
H 4.0332 2.7242 -1.9169
H -3.0057 1.8494 -3.7013
H 0.0141 -2.9049 1.9600
H 2.6607 -1.5388 -0.7285
H -3.8316 2.5164 2.7520
H 5.3635 -0.1683 2.4344
H 8.2529 0.8426 0.5020
C 0.3173 -0.5738 3.5099
H 0.4711 -4.0003 3.2670
C -3.4469 0.1372 -2.4360
C 2.0551 1.9782 -2.4318
C -3.2300 0.9001 -1.1512
H 2.8047 0.1431 -3.2916
C -4.5932 -0.8608 -2.2394
H 3.8107 2.3554 -3.6348
C 0.4815 4.9292 1.4287
C 0.9777 -1.9291 3.6360
H -0.6326 3.5024 4.2876
H 0.0336 0.1402 5.6056
H -1.9327 -1.4061 -2.1409
C 0.5855 -2.0185 -0.4748
C -0.6457 1.3836 3.9289
H -3.1575 -0.5428 1.6459
H -2.5126 -4.8542 -0.5346
H 7.5615 2.4068 0.0640
H -5.2115 1.8004 -0.6302
H -4.6484 -4.4209 0.6004
C 2.3039 -3.5296 -1.3720
C 1.9059 -2.3068 -0.8553
C -3.0583 -1.5212 1.1882
H -4.9976 -2.2203 1.7575
H 2.7569 -2.9348 2.9369
C 1.5527 3.7808 -0.6306
N -2.0491 0.9601 -0.5648
H 5.6772 1.3735 -1.0296
C -3.8728 -3.6649 0.6002
*
```

Computed properties:
orbital gap (alpha / beta) = 0.2517 / 0.3124 hartree
expectation value of S² = 3.764
electronic energy = -3115.98742 Ha
energy above the lowest of the compared OMol25 structures with the same formula, charge and spin = 3.0 kcal/mol
LUMO energy (alpha / beta) = 0.62 / 0.59 eV

No. 3
Entry from the OMol25 dataset: a cluster of 6 separate species, C40H57F15N2O16P2 in total (ωB97M-V/def2-TZVPD).

```
! RIJCOSX wB97M-V def2-TZVPD def2/J DEFGRID3
* xyz 0 1
H 9.0928 4.1059 3.0914
C 11.9659 -3.3430 3.6877
F -0.2586 -7.3001 -0.8080
H -3.8476 -9.0528 -3.5587
O -2.4650 -8.6831 -1.5167
H -9.8552 3.4466 0.0356
H -5.1895 6.0100 -3.4243
O 13.4765 -2.4184 1.6490
H -6.2987 -2.0211 0.2986
H -0.0856 -5.0930 0.4909
O -11.0956 2.2156 -1.9234
H -4.5136 -0.0292 -1.8007
C 12.7433 -1.6753 2.2289
H -0.1977 4.0214 0.4752
F 0.1831 -7.5257 -2.9058
H -3.2061 1.6148 -2.6304
C 12.5631 -0.1940 1.8556
H 4.2885 1.8098 5.2890
C -2.7683 0.5328 -4.4058
F 1.4617 5.0232 2.3064
C -7.4168 1.7593 -1.1409
H 0.8010 3.9956 -0.9686
H -6.2229 -2.5356 -1.9417
H -2.6214 4.4365 0.5399
H -5.2794 0.0308 0.7520
H 3.3670 0.5988 6.1841
H 2.0316 -3.6176 -1.1536
F 3.5825 5.4467 2.2386
C -5.0553 -7.3896 -2.8722
H -9.0528 2.3842 -3.7674
C 0.2725 -4.2289 -0.0604
H -0.4321 -4.0294 -0.8581
C 0.1918 -0.8726 1.4814
H -0.7430 -0.0406 -2.8911
H -5.1706 -0.2966 -4.0891
H 1.2411 1.5676 5.3362
C -3.9163 -7.9727 -3.6794
F -0.8671 -5.7631 -2.2131
C -6.9766 2.9790 -1.8945
O -8.5148 1.2983 -0.9782
C -0.7311 -7.0877 -2.0327
C -0.1928 1.7572 -1.8831
C 3.3440 1.6133 5.7887
C -6.9466 4.8041 -3.4189
C 1.6710 -4.4754 -0.5867
F 1.0650 -1.1547 2.4565
O -9.6323 4.0295 -0.6978
F 0.4710 0.3390 1.0146
H -3.0241 -1.4522 -5.0717
F 6.1221 0.2780 5.4405
H 11.9639 -4.0131 2.8292
H -1.9659 2.3338 -3.6052
H 14.0871 -3.4787 4.0688
C -1.2284 0.7558 -2.3305
C 2.1823 1.7831 4.8353
F -1.0345 -0.8440 2.0187
O -0.7601 2.6038 -0.9049
H 10.6413 2.1472 2.9594
H 9.4585 3.6749 1.4100
C -5.6655 5.1437 -2.9894
P -10.3205 3.6090 -2.0820
C -4.7353 -1.0456 -2.1193
H -3.9891 -1.6940 -1.6609
H 2.2613 1.1110 3.9817
C 9.5764 2.0307 2.7875
C -4.5645 -1.0891 -3.6498
C 13.1442 -3.6043 4.5998
F 8.1188 -0.4589 5.8340
H 2.3633 -4.6383 0.2398
O -4.5260 2.2910 0.4715
N -6.2532 1.2509 -0.6117
H -5.0192 -2.0267 -3.9763
C 0.2435 3.3675 -0.2700
H 1.6878 -5.3481 -1.2356
H 3.2591 2.3146 6.6200
H -7.7267 -1.2878 -0.3726
C 7.8453 1.0149 4.0008
H 13.1403 -2.9047 5.4360
C 0.2480 -1.9212 0.3558
C -6.2568 0.1194 0.2927
C -2.3138 1.3769 -3.2117
H -2.4196 4.0408 -1.9137
H 13.0997 -4.6202 4.9898
P -3.3755 4.9261 -1.3877
O 9.0204 1.6191 4.0542
H -6.0044 -7.8073 -3.2049
O 11.9439 -1.9719 3.2413
O 0.2359 -1.6500 -0.8097
C -2.0699 -7.8176 -2.2384
H -3.6557 1.0294 -4.7993
H -7.3957 5.4068 -4.1945
C -5.0225 4.4100 -1.9901
H 9.4450 1.2440 2.0490
C -6.1649 -1.4580 -1.7824
H 0.9201 2.6888 0.2529
H -4.0554 -7.7667 -4.7381
O 2.0740 3.1486 4.3824
O 3.7016 2.8166 2.8589
C -7.6357 3.7209 -2.8728
C 2.8882 3.5034 3.4017
H -5.0871 -6.3056 -2.9872
H -6.9571 0.2930 1.1104
C -5.6956 3.3125 -1.4560
C -9.0396 3.3914 -3.3576
O 7.2022 0.7764 3.0230
H -1.7221 0.2859 -1.4826
H -2.0304 0.5902 -5.2058
F 12.5539 0.5866 2.9436
H -3.1712 6.1763 -2.0112
F 13.5404 0.2270 1.0626
H 7.9051 3.2337 2.1316
C -5.3241 2.2938 -0.3988
H -6.8233 -1.0040 -2.5229
F 2.4865 5.7582 4.0689
N -3.3381 5.0547 0.1740
H 0.1405 2.3174 -2.7635
F 11.3973 -0.0239 1.2088
O -11.2340 4.6592 -2.5359
H -9.2784 4.0944 -4.1463
H -11.0117 1.8541 -1.0346
C 8.9723 3.3392 2.3252
O -2.6592 -7.3575 -3.3297
C 2.6061 4.9622 3.0010
H 11.0305 -3.4886 4.2230
H -2.4461 -1.4117 -3.4054
O 0.2678 -3.1327 0.8824
C -6.6408 -1.2159 -0.3479
F 7.6049 1.5889 6.3023
C 7.4124 0.6032 5.4184
H 0.6398 1.1997 -1.4482
H -4.9356 -7.6056 -1.8111
C -3.1145 -0.9348 -4.1175
*
```

Computed properties:
orbital gap = 0.2863 hartree
electronic energy = -5052.61899 Ha
LUMO energy = -0.46 eV
structure (SMILES) = COCCCCCCCCCCN1C(=O)c2c(CP(=O)(O)O)ccc([PH2]=N)c2C1=O.CCOC(=O)C(F)(F)F.CCOC(=O)C(F)(F)F.CCOC(=O)C(F)(F)F.CCOC(=O)C(F)(F)F.CCOC(=O)C(F)(F)F

No. 4
Entry from the OMol25 dataset: a cluster of 2 separate species, C40H57N3O3S in total (ωB97M-V/def2-TZVPD).

```
! RIJCOSX wB97M-V def2-TZVPD def2/J DEFGRID3
* xyz 0 1
H 2.1523 -1.9777 3.5477
H 5.9488 0.2858 1.2511
H 4.6940 3.1615 1.0837
C -0.6287 1.5934 6.5236
H -7.3789 2.8601 -1.7906
C -0.3388 2.1567 5.0835
H 2.2909 -2.1859 5.9012
H -2.2123 3.7776 -0.5949
C -5.5109 0.3136 0.1082
N -8.1193 1.6542 -4.3483
H -0.2908 -0.2569 7.8676
C 3.4548 -5.8227 -5.3935
O 4.2995 -4.6728 -5.4745
C -4.6161 4.9385 0.9601
C 0.9363 -0.1407 4.2650
C -5.9252 1.1740 -1.1481
H 2.1511 3.6643 -1.5220
H 4.3055 3.3951 -0.7495
C 0.6529 -0.6821 5.7099
H 3.1973 -2.7798 -3.1645
C -0.0942 0.1478 6.8070
H 4.3821 -1.8967 -2.1862
H 2.7552 -5.7553 -6.2345
C 0.1289 -1.4300 -0.7764
C 0.7196 -1.2343 1.8794
H 5.9286 -5.3165 -4.3569
C 4.3807 1.2768 -0.0639
H -5.3071 5.8261 0.6818
C -4.3289 -0.6613 -0.0984
N -2.3995 -1.7557 -1.6028
H -6.0244 0.4267 1.1227
C -6.6336 3.2740 0.2761
H -2.8055 6.1294 0.1088
H -8.0625 1.6487 -0.5131
H 1.8812 -4.3686 -0.3910
C 4.8046 0.4587 1.2544
C 1.4828 3.2984 -0.6468
H -7.2307 4.2339 0.1174
C -7.1318 2.2259 -0.8751
H -6.8118 2.7556 1.2764
H -2.7345 5.6569 1.9220
C 2.4670 3.0652 0.6017
C -0.5501 4.2378 0.8683
H 0.7849 -2.5726 7.0287
C 1.6976 -1.0181 3.1343
H 4.3209 -5.4526 -2.9941
C -2.1074 4.0358 0.5294
C -1.8237 -1.5664 1.0096
N 3.5038 -6.0497 -2.9344
H -1.8943 -1.4920 -2.4664
H -0.4096 5.0542 1.6721
H 2.3873 3.9978 1.2846
H 4.7997 -3.4949 -2.7853
H 0.7348 -2.8260 5.1426
H 2.5574 -0.3318 2.7698
H 2.0797 2.1661 1.1934
H 1.8734 -6.5793 -4.1412
O 3.4797 -3.4375 -1.1946
C 5.6794 -4.9870 -5.3680
C 3.9761 -2.8882 -2.4052
C 4.0048 2.8306 0.2157
C -5.2429 1.0472 -2.5348
C -4.0581 0.0327 -2.6631
C 0.4288 1.3252 3.9918
S -3.6678 -1.7165 1.2985
C -1.4078 -1.5879 -0.5148
C 0.3911 4.4655 -0.4201
C -3.5500 -0.8395 -1.4625
H 1.6714 -3.9761 -2.0801
C 2.4003 -4.3535 -1.3550
C 2.6454 -5.8045 -4.0950
O -5.6047 1.8302 -3.6878
H 6.2489 -4.0812 -5.5844
H -4.4877 2.7654 0.5037
H 2.2930 -1.1356 0.1678
C 2.8421 -5.7956 -1.6516
H 1.0125 2.3113 -1.0294
H 4.3293 -0.5968 1.1839
H 1.9773 -6.4618 -1.5594
H 3.5784 0.7300 -0.6649
H -2.4378 3.0706 1.0792
C 1.1533 -2.1962 6.0170
H -0.2662 4.4996 -1.3690
C -0.8221 -1.4020 2.1741
H 4.4274 0.9064 2.2381
H -4.8237 3.8793 -1.0196
C -5.0654 3.6746 0.0797
H 5.9642 -5.7552 -6.0921
H -1.2337 -1.3746 3.2503
H -0.1718 3.2619 1.3681
H -3.5482 -0.0560 -3.6918
C -3.0495 5.2902 0.8683
H -0.7402 3.2190 4.8799
H 0.9742 5.4555 -0.3204
C -6.9566 1.5714 -4.0661
C 1.1686 -1.2532 0.3949
H 2.1521 -4.8323 -4.0265
H 3.5518 -6.0941 -0.8728
H 0.5904 1.8481 2.9861
H 4.0131 -6.7561 -5.5064
H 0.5653 -1.4165 -1.8313
H -1.2025 2.1989 7.3190
H -4.8852 4.7023 2.0633
H 5.3199 1.3115 -0.7426
*
```

Computed properties:
orbital gap = 0.2921 hartree
electronic energy = -2345.87916 Ha
LUMO energy = -0.02 eV
structure (SMILES) = CCCCCCCCCCCCCc1cc2c(cc1OC#N)Nc1ccc(Cc3ccccc3C)cc1S2.COCCNCCOC

Max |F|: 0.471; 0.771; 1.971; 5.894 (eV Å⁻¹)